C6H20HgN2O6 | ωB97M-V/def2-TZVPD

Each line ends with the Mulliken charge.
Geometry (Å):
Hg: 4.78912 17.19290 4.89991  1.628
O: 3.96399 14.76185 5.50102  -0.508
O: 4.31637 16.87684 2.76002  -0.806
O: 2.38577 17.10471 5.22575  -0.354
O: 5.03499 17.26990 7.11674  -0.773
O: 5.65318 19.35721 4.26942  -0.494
O: 6.83696 16.14317 4.60403  -0.664
N: 8.21920 14.35661 4.79268  -0.444
N: 7.64488 15.65053 6.65440  -0.343
C: 1.80584 15.80495 5.33028  -0.460
C: 7.50796 15.40751 5.32116  0.648
C: 5.13045 18.47392 7.78896  -0.755
C: 2.65671 14.84818 6.11135  -0.510
C: 3.64966 17.82376 1.99696  -0.105
C: 2.37796 17.23270 1.41623  -1.115
H: 6.08757 19.02611 7.64809  0.225
H: 1.68909 16.74431 2.10679  0.187
H: 9.03575 14.00928 5.25763  0.158
H: 2.83634 15.25279 7.11552  0.271
H: 5.93083 19.67050 3.40183  0.270
H: 7.81761 13.85471 4.02369  0.234
H: 3.41382 18.73453 2.58279  0.150
H: 4.41287 14.06970 5.99500  0.259
H: 4.26602 18.25664 1.18527  0.297
H: 4.37520 19.20398 7.45052  0.233
H: 5.92431 20.04142 4.89110  0.243
H: 1.80473 18.01127 0.89240  0.369
H: 7.02870 16.39859 6.97224  0.198
H: 0.76858 15.79874 5.66913  0.493
H: 1.73345 15.42609 4.30250  0.163
H: 8.42142 15.27338 7.16139  0.152
H: 2.27011 13.83082 6.18217  0.409
H: 1.74000 17.76140 5.49861  0.191
H: 2.59676 16.48496 0.64842  0.279
H: 5.10247 18.36489 8.88290  0.275

Summary:
DFT total energy   -954.89141 Eh
HOMO level   -7.5 eV
Lowest unoccupied orbital energy   0.44 eV
Kohn-Sham gap   7.97 eV
2S+1   1